No. 1
Density functional theory data (ωB97M-V/def2-TZVPD) for a 8-piece molecular cluster, C22H67O29P7 overall.

```
125
Properties=species:S:1:pos:R:3:forces:R:3:mulliken_charge:R:1
C -0.845 0.776 -0.729 0.5822 -0.2812 0.4460 -0.354
O -0.781 1.524 0.469 -0.7871 0.7781 0.3659 -0.525
H -0.885 -0.273 -0.434 0.3087 -0.3000 -0.5566 0.152
H -1.741 0.965 -1.321 -0.0231 0.4724 0.3385 0.211
H 0.041 1.061 -1.295 -0.0780 -0.5955 -0.5518 0.224
H 0.062 1.348 0.893 -0.0017 -0.1079 -0.0045 0.301
C 1.080 -2.828 5.873 -0.5847 -1.3671 0.2203 -0.606
O 1.331 -2.114 4.670 1.6352 1.3082 -0.1651 -0.258
P 2.696 -1.277 4.451 0.1716 0.5867 -0.2055 0.956
O 2.626 -0.191 3.432 0.1196 -1.6853 0.9664 -0.645
O 3.020 -0.717 5.927 -1.1037 -0.9686 -1.1797 -0.327
C 4.105 0.173 6.152 -0.2162 -0.5104 1.0627 -0.652
O 3.832 -2.429 4.198 -1.3021 0.9308 0.4732 -0.291
C 5.197 -2.106 3.899 -0.2902 -0.1463 -0.9889 -0.673
H 0.033 -2.743 6.165 0.0147 0.7313 -0.1036 0.253
H 1.721 -2.583 6.721 0.0509 0.1836 -0.3171 0.282
H 1.140 -3.890 5.635 0.5294 -0.0994 0.0849 0.261
H 4.623 0.437 5.230 -0.0679 0.3144 0.2561 0.340
H 4.715 -0.386 6.861 0.6740 0.2698 -0.2509 0.246
H 3.675 0.990 6.732 0.3171 0.4443 -0.5478 0.244
H 5.577 -3.016 3.433 0.3204 0.0348 0.4032 0.262
H 5.782 -1.783 4.760 -0.1861 -0.2388 0.1131 0.277
H 5.249 -1.349 3.116 -0.1122 0.2514 0.1158 0.333
C 3.367 2.530 -8.721 -0.0904 -0.8987 -0.3949 -0.751
O 3.726 2.574 -7.330 0.0997 0.2771 -0.1244 -0.294
P 3.779 1.283 -6.395 1.5898 0.3298 1.3214 0.967
O 2.493 0.730 -5.985 0.1066 -0.1388 -0.3813 -0.636
O 4.787 0.300 -7.140 0.0227 0.1643 -0.2356 -0.258
C 5.920 0.758 -7.914 0.2513 0.4776 0.1219 -0.726
O 4.707 1.759 -5.104 -0.6647 -1.3411 -2.6358 -0.298
C 4.161 2.646 -4.178 -0.1893 1.4102 0.3559 -0.679
H 3.214 1.514 -9.086 -0.2398 -0.3115 0.4195 0.336
H 4.184 2.856 -9.365 0.0706 0.6560 0.4305 0.295
H 2.439 3.065 -8.922 0.2510 0.2421 0.2965 0.295
H 5.777 0.598 -8.983 -0.3365 -0.3183 0.1171 0.305
H 6.840 0.261 -7.608 -0.3512 -0.3251 0.2021 0.286
H 6.115 1.824 -7.794 -0.2755 0.0740 0.2412 0.332
H 4.827 3.509 -4.153 0.0367 0.1040 0.2251 0.252
H 4.102 2.226 -3.174 -0.0947 -0.2416 -0.1665 0.250
H 3.193 3.028 -4.504 -0.1990 -0.1746 0.2240 0.323
C 1.603 -7.397 -3.419 -0.3257 0.6037 0.1454 -0.676
O 2.302 -6.135 -3.128 1.0705 -0.3320 -1.0507 -0.169
P 3.604 -5.623 -3.981 1.0040 0.0380 0.1667 0.943
O 4.709 -6.592 -4.232 -1.6919 1.0272 0.4805 -0.714
O 3.041 -4.979 -5.383 0.0334 -0.6403 1.2857 -0.188
C 3.016 -5.702 -6.628 0.8735 0.2910 -0.7321 -0.779
O 4.125 -4.348 -3.063 -0.3200 -2.2482 -1.7231 -0.380
C 3.280 -3.325 -2.610 -1.0125 0.8192 0.5058 -0.555
H 1.557 -8.024 -2.528 0.3545 0.3070 0.1386 0.278
H 2.003 -8.011 -4.226 0.4168 0.4346 -0.0597 0.327
H 0.575 -7.124 -3.656 0.0639 0.0416 -0.1140 0.237
H 3.488 -5.082 -7.390 -0.2769 0.5576 0.1285 0.268
H 2.009 -5.928 -6.980 -0.0781 -0.0050 0.5067 0.284
H 3.667 -6.573 -6.700 -0.2606 -0.3251 0.9071 0.343
H 3.810 -2.389 -2.437 0.4879 -0.1372 -0.6234 0.283
H 2.887 -3.528 -1.613 -0.2992 -0.5557 -0.0996 0.231
H 2.470 -3.155 -3.320 -0.0847 0.1497 0.1541 0.265
C -9.493 -2.218 1.671 -0.6867 -0.0001 -0.4036 -0.736
O -8.320 -1.564 2.136 0.6154 -0.0454 0.2369 -0.155
P -7.531 -1.996 3.453 1.6741 -1.0122 1.3006 0.880
O -7.192 -3.457 3.662 -0.9499 3.1649 -0.7515 -0.692
O -6.243 -0.961 3.442 -3.0132 -0.6721 0.5938 -0.179
C -5.023 -1.252 2.839 0.5433 -1.4181 -0.3054 -0.713
O -8.405 -1.368 4.650 1.0628 -0.8512 -0.8681 -0.346
C -8.553 0.037 4.791 -0.4340 0.6092 0.5077 -0.548
H -10.228 -1.461 1.396 0.1582 0.2302 0.0818 0.274
H -9.985 -2.854 2.407 0.3944 -0.1521 0.0948 0.321
H -9.270 -2.767 0.756 0.1390 -0.2119 0.2320 0.264
H -4.230 -1.042 3.556 0.0722 0.6152 -0.3791 0.274
H -4.974 -0.765 1.865 0.4393 0.2402 0.2190 0.235
H -4.951 -2.330 2.693 0.0590 -0.1671 -0.2806 0.343
H -8.806 0.185 5.841 -0.1756 0.0922 -0.1096 0.270
H -9.365 0.393 4.157 -0.0205 0.0191 0.0053 0.230
H -7.661 0.632 4.595 0.1510 -0.4075 -0.2109 0.281
C -6.535 5.778 4.643 0.2980 0.8051 0.0192 -0.714
O -6.767 4.680 3.762 -0.7842 -1.0129 -2.0368 -0.222
P -6.914 4.840 2.111 0.8700 0.7145 0.2153 0.839
O -8.035 5.672 1.604 1.4496 -1.0294 0.7193 -0.689
O -6.852 3.317 1.490 -0.1782 1.5905 1.5365 -0.066
C -7.255 3.078 0.134 0.0048 -0.1068 -0.6351 -0.692
O -5.435 5.478 1.761 -2.1208 -0.6425 -0.3149 -0.350
C -4.274 4.819 2.209 1.1214 -0.0661 0.9320 -0.627
H -5.495 5.777 4.970 0.1254 -0.0241 -0.2913 0.258
H -7.113 5.743 5.567 -0.3979 -0.6912 -0.2810 0.281
H -6.778 6.744 4.201 0.1068 -0.0773 -0.3003 0.338
H -7.880 3.858 -0.301 0.0245 0.1832 0.3933 0.335
H -7.800 2.137 0.060 -0.0306 0.0367 0.4706 0.189
H -6.373 2.962 -0.497 0.1784 0.1593 0.1649 0.303
H -3.941 5.290 3.133 0.0927 0.2280 0.0383 0.235
H -3.468 4.928 1.483 -0.2642 0.0122 -0.1648 0.291
H -4.364 3.767 2.481 -0.4871 -0.1278 -0.4525 0.290
C 3.673 5.358 1.724 -1.0069 -0.4294 -1.1638 -0.694
O 4.960 6.004 1.661 0.5965 -0.4608 1.0164 -0.301
P 6.010 5.534 2.776 1.5025 -0.2584 0.3740 1.102
O 5.461 5.036 4.041 -0.1187 -0.3091 -0.6135 -0.664
O 7.048 4.477 2.076 -1.2409 1.1429 0.5438 -0.300
C 7.641 4.792 0.810 -0.2200 -0.8714 -0.5259 -0.663
O 6.964 6.806 2.996 -0.6152 0.1239 -0.5252 -0.339
C 7.553 6.981 4.280 0.6988 -0.1947 1.1035 -0.704
H 3.499 4.860 0.770 0.2848 0.0099 -0.1721 0.259
H 2.868 6.091 1.783 0.3502 0.2453 0.3945 0.245
H 3.528 4.577 2.470 0.5339 0.4167 0.3794 0.351
H 7.391 5.774 0.408 0.0965 0.0860 0.3411 0.308
H 7.259 4.043 0.118 -0.0743 0.0956 -0.2011 0.267
H 8.716 4.620 0.848 -0.0233 0.3630 0.3167 0.272
H 7.486 6.086 4.899 -0.2889 -0.0650 -0.1609 0.319
H 7.131 7.801 4.861 -0.4700 0.0389 -0.4096 0.263
H 8.620 7.195 4.224 -0.0067 0.0379 -0.6822 0.280
C -4.827 -2.893 -1.715 -1.7692 0.0260 -1.0721 -0.741
O -3.434 -2.962 -1.797 1.7797 -0.7779 0.2778 -0.186
P -2.553 -4.320 -1.666 -1.1343 -0.2577 1.6008 0.681
O -3.399 -5.556 -1.722 1.5645 1.6723 0.0578 -0.708
O -1.736 -4.025 -0.249 -1.1689 0.0780 -2.1981 -0.190
C -1.048 -5.074 0.403 0.4297 -0.9806 0.3141 -0.719
O -1.416 -4.157 -2.775 -0.6493 -0.1415 0.4796 0.029
C -1.814 -3.964 -4.148 -0.1996 0.5111 -0.0821 -0.699
H -5.171 -2.159 -2.443 0.3177 0.3830 0.0069 0.288
H -5.274 -2.588 -0.769 0.6784 -0.1949 0.3720 0.216
H -5.336 -3.788 -2.074 0.3519 -0.4566 0.3981 0.340
H -1.250 -6.028 -0.084 -0.0149 -0.0791 0.0988 0.323
H -1.330 -5.151 1.453 -0.4951 0.1824 -0.1101 0.259
H 0.031 -4.926 0.436 0.0293 0.3516 -0.4859 0.263
H -2.882 -3.771 -4.246 -0.0582 -0.0304 0.2107 0.294
H -1.590 -4.824 -4.780 0.3087 -0.0255 0.3310 0.255
H -1.294 -3.064 -4.475 0.0813 -0.2334 -0.1979 0.285
```
Positions in Å, forces in eV/Å.

The net charge is 0. As for the total energy: -148312.1964 eV. The maximum force comes out at 3.389 eV Å⁻¹.

No. 2
Density functional theory data (ωB97M-V/def2-TZVPD) for a 2-piece molecular cluster, C3H10N2O3 overall.

```
18
Properties=species:S:1:pos:R:3:forces:R:3:mulliken_charge:R:1
O -0.297 -0.140 -2.202 -0.3870 0.5825 0.4701 -0.659
C -0.735 0.070 -1.072 1.1466 -0.1900 -1.7135 0.532
N -0.901 -0.997 -0.253 0.1709 -0.4449 2.3951 -0.199
C -0.762 -0.845 1.218 -0.0476 1.0590 -0.6133 -0.722
O 0.346 -0.071 1.615 0.4663 -0.2774 -0.0727 -0.544
C -1.002 1.499 -0.576 -0.9574 -1.0159 -0.2316 -0.427
N 0.083 2.394 -0.883 -0.2358 0.2505 0.2695 -0.602
H -0.426 -1.850 -0.521 -0.3337 0.2986 -0.8554 0.274
H -1.633 -0.287 1.598 0.2461 -0.6717 0.0528 0.326
H -0.684 -1.864 1.581 -0.3513 -0.1360 0.4218 0.428
H 1.206 -0.533 1.409 -1.1207 0.4624 0.1364 0.433
H -1.984 1.760 -0.999 0.4640 0.4075 -0.3138 0.324
H -1.198 1.481 0.484 0.2618 0.1468 0.3682 0.323
H 0.228 2.520 -1.877 -0.0354 -0.3002 0.0552 0.284
H 0.910 1.985 -0.468 0.2098 0.2589 -0.1390 0.240
H 2.850 -1.385 -0.060 0.4429 0.5323 0.3177 0.345
H 1.695 -2.172 0.286 -0.2885 -0.2716 0.4607 0.311
O 2.307 -1.565 0.720 0.3491 -0.6907 -1.0082 -0.669
```
Positions in Å, forces in eV/Å.

The net charge is 0. As for the total energy: -12395.6964 eV. The maximum force comes out at 2.442 eV Å⁻¹.

No. 3
Density functional theory data (ωB97M-V/def2-TZVPD) for one molecule with the formula C4H7NO2.

```
14
Properties=species:S:1:pos:R:3:forces:R:3:mulliken_charge:R:1
O -1.687 -0.085 -1.115 -0.0623 0.2057 -0.1285 -0.525
C -1.213 -0.265 0.198 -0.0085 -0.0984 0.2844 0.273
C 0.006 -1.213 0.182 -0.1227 -0.2869 -0.0154 -0.703
N 0.879 -0.049 0.410 0.2909 0.0672 -0.1821 -0.004
C -0.251 0.849 0.664 -0.1045 0.2058 0.0585 -0.734
C 1.896 0.313 -0.425 0.0193 0.1737 0.0616 0.139
O 2.191 1.462 -0.683 -0.0212 -0.3405 0.1183 -0.553
H -1.863 0.854 -1.254 -0.0653 -0.1741 -0.0141 0.316
H -2.030 -0.531 0.882 0.1676 0.0577 -0.1253 0.294
H 0.041 -1.942 0.999 -0.0022 0.1549 -0.0972 0.253
H 0.147 -1.714 -0.779 0.0061 0.0561 0.1212 0.352
H -0.342 1.138 1.717 0.0222 -0.0622 -0.2012 0.243
H -0.222 1.743 0.031 -0.0380 -0.0665 0.1127 0.315
H 2.446 -0.560 -0.828 -0.0814 0.1076 0.0070 0.334
```
Positions in Å, forces in eV/Å.

The net charge is 0. As for the total energy: -9845.5536 eV. The maximum force comes out at 0.361 eV Å⁻¹.

No. 4
Density functional theory data (ωB97M-V/def2-TZVPD) for C19H50CuN3O9 as an isolated structure.

```
82
Properties=species:S:1:pos:R:3:forces:R:3:mulliken_spin:R:1
Cu 0.640 -3.441 -0.236 3.0071 1.3614 0.9311 0.414
O 1.049 0.272 -1.234 -0.1923 0.5051 0.9694 0.006
C 1.300 -0.843 -0.637 2.6775 -3.6406 -1.5867 -0.035
O 0.392 -1.351 0.114 -0.1820 -0.7364 -0.1054 0.124
O 2.334 -1.497 -0.982 -1.4166 -0.1843 0.9640 0.339
H 0.260 0.267 -0.687 -2.0664 2.6177 -0.4688 0.003
C -0.201 2.857 -2.886 -0.0894 0.8741 1.6094 -0.001
C -0.028 4.375 -3.140 0.8433 -2.0551 0.1626 0.000
O 0.478 4.414 -4.442 -0.5463 1.2991 -1.2904 0.000
H 0.780 2.382 -2.890 -0.0992 -0.1429 -0.4211 0.000
H -0.931 2.363 -3.527 0.2471 0.2066 -0.2188 0.000
H -0.533 2.773 -1.851 -0.3233 -0.3526 0.4543 0.003
H 0.708 4.800 -2.457 -0.0845 -0.0580 0.2700 0.000
H -0.960 4.909 -2.958 -0.0082 0.1652 -0.8249 0.000
H 1.404 4.164 -4.468 -0.0086 0.0743 0.2335 0.000
C 4.924 -0.626 -3.259 0.6864 0.0983 -0.2012 0.001
C 5.420 -1.908 -2.654 -0.4651 -1.8725 -0.7392 0.001
O 5.008 -2.202 -1.345 0.1092 0.0695 1.7798 0.027
H 5.306 0.224 -2.694 0.1066 0.0931 -0.1296 0.001
H 3.849 -0.487 -3.378 -0.0841 -0.4753 0.2124 -0.001
H 5.357 -0.638 -4.259 -0.0389 0.4770 -0.0967 0.000
H 6.490 -2.093 -2.746 0.2783 0.9707 0.5510 0.000
H 5.108 -2.808 -3.184 -0.6214 0.2029 -1.0001 0.004
H 4.136 -1.842 -1.163 0.0797 0.3718 -0.3572 -0.002
C -6.195 -2.807 1.568 -0.2763 -1.1093 -0.4682 0.000
O -4.973 -2.226 1.905 1.2464 0.9877 -0.1947 0.002
C -4.791 -0.988 1.223 -1.4695 -0.7058 0.8724 0.048
C -3.382 -0.577 1.508 0.8028 1.1217 -0.0632 -0.006
N -3.099 0.907 1.279 0.5344 -3.3049 -0.6317 0.811
C -2.764 1.301 -0.032 -0.0043 1.6296 -2.0696 0.058
C -3.743 1.132 -1.203 -2.2538 -0.0685 -0.7166 0.029
O -3.717 -0.126 -1.839 1.5177 -0.1245 0.5018 0.007
C -4.587 -0.265 -2.955 -0.6265 -0.3251 0.1988 0.000
H -6.251 -3.021 0.501 -0.1180 0.5128 -0.4150 0.000
H -7.030 -2.183 1.888 -0.1747 -0.2894 0.1178 0.000
H -6.178 -3.824 1.961 -0.3739 0.3131 0.6726 0.001
H -5.426 -0.232 1.685 -0.3632 0.1745 0.0377 -0.005
H -5.141 -1.119 0.199 0.6948 0.2894 -0.3421 0.001
H -2.645 -1.100 0.900 0.0057 0.0637 -0.3679 0.033
H -3.143 -0.830 2.541 -0.2702 0.3421 0.1069 -0.001
H -2.529 1.307 2.010 -0.0646 0.9024 0.3379 -0.048
H -1.878 0.790 -0.409 0.4288 -0.8013 0.4697 0.059
H -2.386 2.324 -0.054 -0.3344 0.2422 0.4441 0.007
H -3.725 1.896 -1.979 1.4800 0.4778 0.0662 0.005
H -4.766 1.375 -0.915 -0.4517 -0.4023 0.9602 -0.004
H -4.268 -1.079 -3.605 0.2705 -0.1285 0.4463 0.000
H -4.660 0.596 -3.620 0.1167 0.4317 0.3701 0.000
H -5.556 -0.517 -2.526 -0.3597 0.1235 -0.4568 0.000
C 1.024 5.372 0.351 1.1875 0.0663 -1.0403 0.000
C -0.066 4.688 1.101 0.9122 -1.5654 -0.1483 0.000
C 0.519 3.378 1.688 -0.5317 -0.0068 0.9923 0.000
O -0.591 2.587 2.207 0.5041 0.0590 -0.9944 0.001
C -0.222 1.341 2.782 -0.2597 1.5715 0.4857 -0.004
N -0.577 5.564 2.073 -0.8170 0.3417 2.1388 0.000
H 1.446 4.696 -0.392 -0.3753 0.2624 -0.6538 0.000
H 1.931 5.592 0.913 -0.3352 -0.0884 0.9101 0.000
H 0.753 6.354 -0.038 -0.2803 -0.2756 -0.4173 0.000
H -0.930 4.325 0.546 0.2109 -0.1391 -1.3031 0.001
H 1.233 3.528 2.498 -0.1740 0.5617 0.4199 0.000
H 1.123 2.785 1.001 -0.4105 -0.0220 -0.7927 0.000
H 0.496 1.525 3.581 0.0710 -0.2473 0.1901 0.000
H 0.207 0.619 2.087 -0.2140 -0.1538 -0.2779 0.001
H -1.179 1.072 3.228 0.3289 -0.9767 0.3301 0.002
H -1.123 6.312 1.669 0.2743 0.2945 -0.3239 0.000
H -1.271 5.036 2.581 -0.1281 0.0797 0.6458 0.000
C 4.612 -5.240 1.246 -0.0669 0.9920 1.3525 0.009
C 3.092 -4.855 1.145 1.9148 -0.4116 0.8121 0.002
C 2.648 -3.866 2.304 2.2055 -2.0527 -1.2287 -0.006
O 1.388 -3.459 1.986 -2.3968 1.5553 -0.7730 0.019
C 0.835 -2.641 3.012 -1.3126 0.4304 0.2381 -0.005
N 2.851 -4.356 -0.238 -1.0916 -0.1308 0.6280 0.086
H 5.055 -5.938 0.536 -0.6760 -0.1119 -0.1705 0.000
H 4.800 -5.616 2.252 -0.1592 -0.4854 0.0168 0.002
H 5.262 -4.365 1.254 -0.1768 0.3803 -0.4495 -0.001
H 2.583 -5.808 1.289 -0.5611 0.2337 -0.2124 0.003
H 3.372 -3.062 2.439 -0.0471 0.3767 -0.2867 -0.001
H 2.586 -4.390 3.258 0.3675 -0.4008 0.0025 0.006
H 1.115 -1.588 3.036 1.1924 -0.1368 -0.2261 0.000
H 0.995 -3.116 3.980 0.0200 0.0975 0.0034 0.004
H -0.234 -2.499 2.853 -0.1919 -0.7887 -0.1376 0.002
H 3.571 -3.689 -0.475 0.0612 1.2882 0.1992 0.003
H 3.236 -5.085 -0.823 -0.8102 -0.8189 -0.5036 0.000
```
Positions in Å, forces in eV/Å.

The net charge is +2. As for the total energy: -88027.7649 eV. The maximum force comes out at 4.790 eV Å⁻¹. The spin multiplicity is 3.